# 1
Here is a structure of composition C2H8F2N2P from the Open Molecules 2025 dataset. Energies are from ωB97M-V with the def2-TZVPD basis set.

Atoms and positions in Å:
C  -0.849  1.912  0.856
C  -0.744  -1.988  -0.876
N  0.511  1.462  0.528
N  0.195  -1.282  0.033
F  1.832  0.667  -1.835
F  2.346  -0.434  0.962
P  1.102  0.040  0.103
H  -1.391  2.102  -0.156
H  -1.256  1.115  1.484
H  -0.791  2.865  1.430
H  -1.384  -2.646  -0.171
H  -1.408  -1.325  -1.518
H  -0.133  -2.654  -1.518
H  1.206  2.086  0.136
H  0.764  -1.920  0.541

Its charge is +1. For the total energy, the calculation gives -731.3095 a.u. Its HOMO energy is -16.09 eV. The LUMO energy comes out at -5.79 eV. The orbital gap comes out at 0.37871 hartree.


# 2
Here is the ion C2H8FN2O2 with charge +1 from the Open Molecules 2025 dataset. Energies are from ωB97M-V with the def2-TZVPD basis set.

Atoms and positions in Å:
C  -1.581  0.785  -0.577
C  0.814  -0.458  -0.055
N  1.287  -1.232  0.879
N  -0.648  0.295  0.514
O  0.407  -1.113  -1.122
O  1.650  0.643  -0.504
F  2.134  1.386  0.557
H  -1.069  1.298  -1.345
H  -2.070  -0.055  -1.099
H  -2.333  1.492  -0.189
H  0.937  -2.163  1.097
H  1.649  -0.808  1.683
H  -1.059  -0.548  0.940
H  -0.610  1.007  1.121
H  0.490  -0.528  -1.901

Its charge is +1. For the total energy, the calculation gives -440.4582 a.u. Its HOMO energy is -15.80 eV. The LUMO energy comes out at -3.38 eV. The orbital gap comes out at 0.45637 hartree.


Among the records above, which one has the lowest LUMO?
C2H8F2N2P